Entry from OMol25: CH3NO3 in the gas phase at a distorted geometry (wB97M-V/def2-TZVPD).

Positions of all 8 atoms, in Å:
C 1.153 0.023 0.030
O -0.232 0.118 0.699
N -1.033 -0.065 -0.368
O -2.167 -0.725 -0.018
O -2.189 0.673 -0.202
H 1.737 1.029 0.237
H 1.035 -0.362 -1.074
H 1.696 -0.691 0.696

Summary:
LUMO level: 1.0 eV
SMILES: COn1oo1
Calculated total energy: -8710.0033 eV
Frontier orbital gap: 11.60 eV
Total charge: 0